No. 1
{
  "formula": "C32H75F6FeNO24P5S2",
  "method": "wB97M-V/def2-TZVPD",
  "species": ["Fe", "C", "F", "F", "F", "S", "O", "O", "N", "S", "O", "O", "C", "F", "F", "F", "C", "C", "O", "P", "O", "O", "C", "C", "O", "C", "C", "H", "H", "H", "H", "H", "H", "H", "H", "H", "H", "H", "H", "H", "H", "H", "C", "C", "O", "P", "O", "O", "C", "C", "O", "C", "C", "H", "H", "H", "H", "H", "H", "H", "H", "H", "H", "H", "H", "H", "H", "H", "C", "C", "O", "P", "O", "O", "C", "C", "O", "C", "C", "H", "H", "H", "H", "H", "H", "H", "H", "H", "H", "H", "H", "H", "H", "H", "C", "C", "O", "P", "O", "O", "C", "C", "O", "C", "C", "H", "H", "H", "H", "H", "H", "H", "H", "H", "H", "H", "H", "H", "H", "H", "C", "C", "O", "P", "O", "O", "C", "C", "O", "C", "C", "H", "H", "H", "H", "H", "H", "H", "H", "H", "H", "H", "H", "H", "H", "H"],
  "coordinates": [[-7.54617, 16.23860, 15.70641], [-8.28007, 14.26693, 11.62658], [-8.19401, 13.13216, 10.90547], [-7.27485, 15.05474, 11.48884], [-9.38546, 14.98704, 11.21655], [-8.27695, 13.77830, 13.58472], [-9.62542, 14.05503, 14.07723], [-7.92939, 12.39589, 13.86276], [-7.08783, 15.03396, 14.37222], [-5.68545, 14.30954, 13.96719], [-5.71858, 13.44878, 12.78101], [-4.59233, 15.34455, 14.00539], [-5.16341, 13.04671, 15.34651], [-3.84704, 13.14857, 15.32758], [-5.69413, 13.56602, 16.48704], [-5.57012, 11.83023, 15.06171], [-11.26820, 21.35187, 18.05394], [-9.99069, 20.59081, 18.46900], [-9.75793, 19.38515, 17.82859], [-8.85022, 18.25031, 18.44395], [-8.07863, 17.49915, 17.34313], [-9.83948, 17.17856, 19.23000], [-10.86971, 17.56431, 20.15016], [-11.07351, 16.61885, 21.23312], [-7.88930, 18.79086, 19.62842], [-7.73703, 18.26463, 20.91240], [-7.22588, 16.81397, 20.90365], [-11.63852, 22.20822, 18.61753], [-11.34193, 21.69559, 17.02218], [-12.12382, 20.69484, 18.20987], [-9.10383, 21.19817, 18.28822], [-10.03883, 20.51664, 19.55541], [-10.47727, 18.53110, 20.46545], [-11.77609, 17.55907, 19.54473], [-11.75702, 16.94586, 22.01668], [-11.55532, 15.77855, 20.73327], [-10.09349, 16.25756, 21.54477], [-7.13437, 18.89037, 21.57070], [-8.64106, 18.25948, 21.52134], [-6.13991, 16.80361, 20.99674], [-7.71296, 16.08715, 21.55372], [-7.50242, 16.29238, 19.98736], [-6.45609, 18.79880, 10.36479], [-6.91797, 18.32961, 11.75562], [-6.41302, 19.29491, 12.65102], [-6.31316, 19.26096, 14.30090], [-6.73703, 18.00957, 14.94706], [-4.75688, 19.68268, 14.62424], [-3.72136, 18.99655, 14.06665], [-2.81445, 19.93851, 13.15741], [-7.13309, 20.58828, 14.82967], [-7.01439, 21.85644, 14.29979], [-7.52148, 22.80511, 15.40711], [-5.41924, 19.13498, 10.36030], [-6.54604, 18.02299, 9.60444], [-7.07972, 19.55032, 9.88065], [-8.00745, 18.34998, 11.78232], [-6.63412, 17.31012, 12.01671], [-3.20986, 18.63768, 14.95979], [-4.16006, 18.14990, 13.53862], [-3.38474, 20.62021, 12.52641], [-2.26437, 20.63771, 13.78718], [-2.06903, 19.50766, 12.48895], [-5.94460, 22.00570, 14.15363], [-7.56860, 21.97747, 13.36903], [-6.86399, 22.76694, 16.27565], [-7.44472, 23.83140, 15.04802], [-8.55604, 22.58273, 15.66850], [-12.24756, 19.91924, 13.59364], [-10.78461, 19.85210, 14.14664], [-10.13865, 18.70379, 13.53888], [-10.44373, 17.30407, 14.19995], [-9.21142, 16.77309, 14.84516], [-11.69076, 17.43623, 15.25623], [-12.25251, 16.39371, 16.00680], [-13.65489, 16.86803, 16.33534], [-10.94958, 16.38670, 13.05307], [-12.18990, 16.75278, 12.36233], [-11.81851, 17.11461, 10.95293], [-12.29030, 19.63280, 12.54282], [-12.92851, 19.34354, 14.22052], [-12.55135, 20.95017, 13.77528], [-10.25384, 20.73005, 13.77841], [-10.71969, 19.90263, 15.23353], [-12.15129, 15.52453, 15.35688], [-11.43842, 16.38971, 16.73162], [-14.16575, 16.24364, 17.06832], [-13.74859, 17.88689, 16.71118], [-14.33883, 16.89655, 15.48709], [-12.91258, 15.94119, 12.27779], [-12.80066, 17.56177, 12.76309], [-12.52899, 17.76453, 10.44213], [-10.84723, 17.56822, 10.75556], [-11.72744, 16.29282, 10.24266], [-8.64977, 9.97744, 16.44271], [-8.29326, 11.27219, 17.24255], [-9.13077, 12.36189, 16.85186], [-9.14223, 13.71815, 17.66769], [-8.52580, 14.84872, 16.86847], [-10.71124, 13.94041, 17.89853], [-11.66221, 12.86635, 18.16917], [-12.89865, 13.28284, 17.32986], [-8.39997, 13.48320, 19.14114], [-9.21709, 13.06020, 20.23588], [-8.32391, 13.06072, 21.52862], [-7.82302, 9.26835, 16.40078], [-9.51249, 9.46763, 16.87157], [-8.90215, 10.24443, 15.41649], [-8.20411, 11.11673, 18.31772], [-7.28069, 11.61638, 17.03197], [-11.38847, 11.83704, 17.93747], [-11.76792, 12.88815, 19.25382], [-13.71758, 12.56684, 17.39908], [-13.24731, 14.24006, 17.71747], [-12.65774, 13.39971, 16.27325], [-10.00707, 13.79827, 20.37467], [-9.58727, 12.05000, 20.06109], [-7.38470, 12.50758, 21.53227], [-8.25772, 14.02807, 22.02658], [-8.74047, 12.37060, 22.26233], [-4.45036, 20.16253, 18.15038], [-4.47963, 18.77048, 18.76844], [-4.07206, 17.89885, 17.74199], [-4.57870, 16.35666, 17.58624], [-5.90700, 16.16255, 16.84582], [-3.27217, 15.63488, 16.82908], [-2.24476, 15.17519, 17.65669], [-1.07434, 15.67595, 16.88508], [-4.62347, 15.66997, 19.08018], [-5.03671, 14.36056, 19.30294], [-4.85503, 14.02952, 20.74236], [-5.36366, 20.17233, 17.55549], [-4.58326, 20.87291, 18.96635], [-3.56724, 20.44676, 17.57819], [-3.92435, 18.50260, 19.66733], [-5.52665, 18.63730, 19.04067], [-2.19712, 15.62084, 18.65028], [-2.01558, 14.11055, 17.70250], [-0.12809, 15.23087, 17.19267], [-1.22030, 15.45111, 15.82856], [-0.90999, 16.75349, 16.88458], [-6.09972, 14.30279, 19.06889], [-4.51158, 13.62443, 18.69429], [-5.79374, 13.96182, 21.29222], [-4.26161, 13.11643, 20.78950], [-4.19578, 14.77270, 21.19088]],
  "max_force_ha_per_bohr": 0.1239,
  "homo_ev": [-17.30, -17.29],
  "total_charge": 3,
  "multiplicity": 7,
  "orbital_gap_ev": [9.03, 3.63],
  "s_squared": 12.02,
  "energy_ev": -203818.7775
}

No. 2
{
  "formula": "C32H35F5N7SSiV",
  "method": "wB97M-V/def2-TZVPD",
  "species": ["V", "C", "N", "C", "C", "C", "N", "C", "C", "F", "C", "F", "C", "C", "F", "C", "F", "H", "H", "H", "H", "H", "H", "H", "H", "H", "H", "H", "S", "C", "N", "N", "C", "C", "C", "C", "C", "C", "N", "N", "C", "C", "C", "C", "C", "C", "H", "H", "H", "H", "H", "H", "H", "H", "H", "H", "H", "C", "Si", "C", "C", "N", "C", "C", "C", "C", "C", "C", "F", "H", "H", "H", "H", "H", "H", "H", "H", "H", "H", "H", "H", "H"],
  "coordinates": [[-0.60226, 0.72619, 0.91746], [-1.68657, 1.14401, 4.28038], [-0.47071, 0.60110, 3.68314], [-0.16400, -0.70080, 4.26140], [0.62711, 1.53610, 3.86941], [0.51782, 2.72032, 2.89097], [-0.38613, 2.38533, 1.77827], [-0.79754, 3.45546, 0.95284], [-2.13636, 3.52363, 0.52905], [-3.01431, 2.65897, 1.03903], [-2.61086, 4.51292, -0.30165], [-3.91136, 4.53441, -0.61579], [-1.78129, 5.49712, -0.78050], [-0.47779, 5.47834, -0.35088], [0.37207, 6.42134, -0.77286], [-0.00401, 4.51334, 0.51109], [1.26819, 4.61564, 0.90237], [-1.55996, 1.28575, 5.36150], [-2.51796, 0.46620, 4.10479], [-1.92800, 2.10384, 3.82209], [0.04317, -0.63547, 5.33667], [0.70688, -1.13158, 3.76683], [-1.01402, -1.36447, 4.10869], [1.55275, 0.99248, 3.71254], [0.65538, 1.91940, 4.89728], [1.51529, 2.98741, 2.54764], [0.12155, 3.59759, 3.40798], [-2.14298, 6.26575, -1.45312], [-2.47045, -0.49834, 1.51297], [-1.65774, -1.93321, 0.91299], [-2.37668, -3.06100, 0.78959], [-1.86708, -4.16068, 0.29088], [-0.77052, -4.45855, -0.56498], [-0.05939, -3.51755, -1.29898], [0.97092, -3.92974, -2.13089], [1.30208, -5.27366, -2.24832], [0.56992, -6.21306, -1.53542], [-0.46154, -5.80912, -0.70393], [-0.33706, -1.96449, 0.69037], [0.37153, -0.89507, 0.99544], [1.79149, -1.14536, 1.00736], [2.34423, -2.32412, 0.50914], [3.71837, -2.49861, 0.51929], [4.55656, -1.51472, 1.03632], [4.00091, -0.35138, 1.54667], [2.62815, -0.16764, 1.52662], [-2.45091, -4.94422, 0.51512], [-0.30276, -2.47229, -1.22120], [1.52459, -3.18105, -2.68823], [2.11646, -5.58531, -2.89307], [0.80257, -7.26541, -1.62440], [-1.03243, -6.54938, -0.14747], [1.69376, -3.08948, 0.11063], [4.13810, -3.41656, 0.12492], [5.63222, -1.65176, 1.03305], [4.63681, 0.41959, 1.96409], [2.20606, 0.75597, 1.89184], [-3.67951, 1.16550, -1.44341], [-2.02987, 0.66702, -2.13675], [-1.64571, 1.88633, -3.49595], [-2.43894, -0.98963, -2.91726], [-0.63051, 0.69556, -1.03870], [0.64006, 0.64999, -1.69204], [0.90529, -0.09601, -2.85832], [2.14231, -0.12293, -3.48558], [3.20591, 0.61027, -2.98290], [2.99932, 1.35210, -1.83054], [1.75811, 1.33977, -1.23489], [1.62577, 2.04630, -0.09401], [-4.43436, 0.66542, -2.06441], [-3.85630, 2.24372, -1.51175], [-3.83848, 0.85153, -0.41725], [-2.46477, 1.90042, -4.23058], [-0.71882, 1.65282, -4.02795], [-1.54736, 2.89650, -3.07714], [-3.03286, -0.78013, -3.81724], [-3.06957, -1.57631, -2.23580], [-1.60672, -1.62220, -3.22047], [0.09805, -0.67868, -3.28727], [2.27085, -0.72811, -4.37887], [4.17313, 0.60789, -3.47004], [3.78270, 1.94877, -1.37789]],
  "max_force_ha_per_bohr": 0.0458,
  "e_above_lowest_kj_mol": 170.98,
  "homo_ev": [-7.44, -7.60],
  "multiplicity": 3,
  "orbital_gap_ev": [6.14, 6.25],
  "s_squared": 2.39,
  "energy_ev": -102170.1203
}

No. 3
{
  "formula": "C6H12O",
  "method": "wB97M-V/def2-TZVPD",
  "species": ["C", "C", "C", "C", "C", "C", "H", "H", "H", "H", "H", "H", "H", "H", "H", "H", "H", "H", "O"],
  "coordinates": [[-1.19671, 0.26904, -1.04326], [-0.06283, 1.06788, -1.89319], [-0.09560, -0.54289, 1.86732], [0.95579, 0.25177, 1.41781], [0.92799, 1.22460, 0.42091], [-0.16267, 1.52525, -0.49928], [-0.76536, -0.52287, -0.46639], [-2.18434, 0.60427, -0.58501], [-1.62074, -0.18835, -1.96053], [0.43203, 0.24304, -2.40000], [-0.40501, 1.70745, -2.70271], [0.13078, -1.23776, 2.65784], [-1.08337, -0.42655, 1.47314], [1.88082, 0.23609, 1.98435], [1.96907, 1.57695, 0.26398], [-0.70896, 2.46470, -0.37981], [0.86274, -2.01935, 0.47656], [0.29773, -3.25265, 1.06195], [0.82863, -2.98062, 0.30631]],
  "max_force_ha_per_bohr": 0.0689,
  "e_above_lowest_kj_mol": 632.52,
  "homo_ev": -6.13,
  "multiplicity": 1,
  "orbital_gap_ev": 5.97,
  "energy_ev": -8457.7983
}

Q: What is the formula in the first record?
A: C32H75F6FeNO24P5S2